[1]
Density functional theory data (ωB97M-V with the def2-TZVPD basis set) for a molecular structure, C49H54N5S3SbW in a non-equilibrium geometry.

Atoms and positions in Å:
W (-0.680, 0.150, -0.528)
C (-5.558, 3.754, 2.073)
C (-5.388, 3.122, 0.689)
C (-3.954, 2.923, 0.316)
C (-3.117, 3.784, -0.324)
C (-3.396, 5.170, -0.813)
C (-2.911, 6.250, 0.160)
C (-1.846, 3.122, -0.415)
N (-1.889, 1.850, 0.127)
C (-3.176, 1.753, 0.619)
C (-3.622, 0.718, 1.400)
C (-2.864, -0.371, 1.766)
C (-3.318, -1.383, 2.674)
C (-4.652, -1.423, 3.353)
C (-4.601, -0.888, 4.785)
C (-2.292, -2.266, 2.817)
C (-1.225, -1.791, 1.990)
C (-0.013, -2.420, 1.883)
C (1.053, -1.921, 1.177)
N (1.057, -0.706, 0.521)
C (2.338, -0.615, 0.015)
C (2.816, 0.453, -0.709)
C (2.101, 1.592, -0.962)
N (0.761, 1.771, -0.645)
C (0.514, 3.086, -0.992)
C (-0.710, 3.707, -0.911)
C (1.691, 3.727, -1.502)
C (2.673, 2.786, -1.513)
C (4.107, 2.938, -1.905)
C (5.010, 3.233, -0.705)
C (1.775, 5.167, -1.893)
C (1.861, 6.100, -0.682)
C (3.128, -1.759, 0.357)
C (2.322, -2.579, 1.087)
C (2.641, -3.909, 1.690)
C (3.096, -3.812, 3.148)
C (4.574, -1.933, 0.020)
C (5.489, -1.181, 0.990)
N (-1.570, -0.617, 1.332)
C (-2.227, -3.484, 3.683)
C (-1.391, -3.275, 4.951)
H (-6.612, 3.877, 2.315)
H (-5.086, 4.735, 2.112)
H (-5.101, 3.136, 2.846)
H (-5.860, 3.757, -0.063)
H (-5.911, 2.165, 0.653)
H (-4.470, 5.280, -0.966)
H (-2.927, 5.314, -1.789)
H (-3.424, 6.167, 1.118)
H (-3.101, 7.244, -0.242)
H (-1.842, 6.160, 0.353)
H (-4.627, 0.783, 1.789)
H (-5.007, -2.456, 3.359)
H (-5.384, -0.856, 2.777)
H (-3.927, -1.484, 5.400)
H (-5.588, -0.915, 5.243)
H (-4.245, 0.143, 4.803)
H (0.118, -3.359, 2.400)
H (3.842, 0.417, -1.043)
H (-0.779, 4.725, -1.265)
H (4.192, 3.746, -2.633)
H (4.448, 2.031, -2.412)
H (4.704, 4.154, -0.210)
H (6.047, 3.343, -1.017)
H (4.959, 2.430, 0.031)
H (0.908, 5.433, -2.503)
H (2.651, 5.312, -2.526)
H (1.007, 5.965, -0.017)
H (1.886, 7.141, -0.997)
H (2.762, 5.899, -0.103)
H (3.423, -4.384, 1.094)
H (1.766, -4.558, 1.616)
H (4.010, -3.226, 3.232)
H (3.289, -4.801, 3.561)
H (2.337, -3.328, 3.765)
H (4.760, -1.593, -1.002)
H (4.817, -2.997, 0.040)
H (5.275, -0.112, 0.980)
H (6.535, -1.320, 0.722)
H (5.349, -1.534, 2.011)
H (-1.817, -4.320, 3.110)
H (-3.243, -3.770, 3.962)
H (-0.369, -2.983, 4.708)
H (-1.351, -4.191, 5.540)
H (-1.817, -2.490, 5.573)
S (-2.477, -1.472, -4.776)
Sb (-3.114, 0.261, -3.298)
S (-2.851, -0.879, -1.208)
S (-0.963, 1.182, -2.801)
N (0.019, -1.235, -1.595)
C (0.486, -2.161, -2.318)
C (-0.190, -3.481, -2.376)
C (0.045, -4.345, -3.445)
C (-0.603, -5.569, -3.507)
C (-1.489, -5.938, -2.508)
C (-1.750, -5.068, -1.456)
C (-1.110, -3.845, -1.394)
C (1.726, -1.904, -3.105)
C (2.775, -2.818, -3.067)
C (3.970, -2.527, -3.706)
C (4.119, -1.330, -4.392)
C (3.072, -0.420, -4.434)
C (1.880, -0.700, -3.785)
H (0.712, -4.052, -4.244)
H (-0.421, -6.229, -4.344)
H (-1.985, -6.897, -2.553)
H (-2.463, -5.341, -0.689)
H (-1.331, -3.158, -0.588)
H (2.666, -3.745, -2.520)
H (4.784, -3.238, -3.670)
H (5.049, -1.110, -4.898)
H (3.180, 0.510, -4.975)
H (1.062, 0.009, -3.804)

- ΔE to the lowest compared entry with this formula, charge and spin (eV) = 0.143
- net charge = +1
- multiplicity = 2
- electronic energy (Eh) = -3675.24383
- frontier orbital gap (alpha / beta) (eV) = 5.659 / 5.300

---

[2]
Density functional theory data (ωB97M-V with the def2-TZVPD basis set) for a molecular structure, C11H11FMgNO7P2S in a non-equilibrium geometry.

Atoms and positions in Å:
Mg (0.472, 1.335, -0.723)
O (-3.052, 1.958, -2.964)
P (-2.092, 0.812, -2.417)
O (-2.823, -0.468, -2.477)
O (-1.484, 1.092, -1.073)
O (-0.964, 0.913, -3.558)
P (0.129, 2.029, -3.737)
O (1.063, 1.402, -4.839)
O (-0.557, 3.249, -4.184)
O (0.972, 2.109, -2.450)
H (-2.549, 2.660, -3.365)
H (0.741, 1.667, -5.707)
S (0.958, -1.154, -1.250)
C (-0.089, -1.922, -0.234)
N (-1.422, -2.109, -0.631)
C (-2.282, -2.764, 0.209)
C (-1.816, -3.272, 1.409)
C (-0.561, -3.010, 1.882)
C (0.254, -2.368, 1.085)
H (-1.772, -1.670, -1.478)
H (-3.283, -2.905, -0.183)
H (-2.616, -3.782, 1.998)
H (-0.345, -3.200, 2.959)
H (1.222, -2.075, 1.386)
F (3.072, 0.763, 4.947)
C (2.454, 0.954, 3.756)
C (1.116, 0.711, 3.654)
C (0.523, 1.029, 2.428)
C (1.269, 1.291, 1.262)
C (2.622, 1.397, 1.428)
C (3.236, 1.242, 2.660)
H (0.597, 0.341, 4.515)
H (-0.527, 0.917, 2.378)
H (3.226, 1.459, 0.515)
H (4.309, 1.368, 2.798)

- ΔE to the lowest compared entry with this formula, charge and spin (eV) = 0.000
- net charge = -1
- electronic energy (Eh) = -2388.55658
- frontier orbital gap (eV) = 7.991

---

[3]
Density functional theory data (ωB97M-V with the def2-TZVPD basis set) for C4H9NO in the gas phase in a non-equilibrium geometry.

Atoms and positions in Å:
C (0.274, -0.037, -0.459)
C (1.227, -1.082, -0.034)
C (-0.984, 0.898, 1.379)
C (0.108, 1.119, 0.406)
N (-0.391, -1.292, -2.313)
O (-0.441, -0.230, -1.530)
H (1.582, -1.541, -0.866)
H (0.729, -1.925, 0.512)
H (2.006, -0.484, 0.494)
H (-0.817, -0.213, 1.733)
H (-1.966, 1.058, 0.812)
H (-1.181, 1.664, 2.164)
H (0.961, 1.221, 1.000)
H (-0.147, 1.963, -0.158)
H (-0.962, -1.118, -3.140)

- ΔE to the lowest compared entry with this formula, charge and spin (eV) = 5.552
- net charge = 0
- electronic energy (Eh) = -287.62841
- frontier orbital gap (alpha / beta) (eV) = 8.088 / 8.620

---

[4]
Density functional theory data (ωB97M-V with the def2-TZVPD basis set) for C4H7NO2 in the gas phase.

Atoms and positions in Å:
O (-0.694, -0.822, -2.390)
C (-0.858, -0.038, -1.484)
C (-0.140, -0.049, -0.156)
C (-0.647, 0.969, 0.861)
O (0.271, 1.196, 1.889)
C (1.257, -0.558, -0.399)
N (0.417, -1.174, 0.598)
H (-1.450, 0.888, -1.655)
H (-1.577, 0.505, 1.247)
H (-0.930, 1.932, 0.427)
H (0.609, 0.309, 2.104)
H (2.161, -0.030, -0.112)
H (1.292, -1.109, -1.340)
H (0.095, -2.109, 0.385)

- ΔE to the lowest compared entry with this formula, charge and spin (eV) = 2.780
- net charge = 0
- electronic energy (Eh) = -361.77869
- SMILES = O=C[C@]1(CO)CN1
- frontier orbital gap (eV) = 10.634

---

[5]
Density functional theory data (ωB97M-V with the def2-TZVPD basis set) for a molecular structure, C18H28MoO5.

Atoms and positions in Å:
Mo (1.039, 0.593, 0.577)
C (-0.594, 1.352, 2.945)
C (-0.368, 2.662, 2.240)
O (-0.147, 2.276, 0.825)
C (0.114, 3.381, -0.122)
C (1.606, 3.571, -0.180)
O (2.166, 2.210, -0.031)
C (3.634, 2.205, 0.203)
C (3.960, 0.796, 0.643)
O (2.820, 0.339, 1.464)
C (2.862, 0.532, 2.935)
C (1.559, -0.048, 3.413)
O (0.500, 0.451, 2.476)
H (-1.515, 0.865, 2.628)
H (-0.566, 1.420, 4.031)
H (0.521, 3.195, 2.587)
H (-1.241, 3.315, 2.290)
H (-0.423, 4.271, 0.207)
H (-0.303, 3.043, -1.069)
H (2.013, 4.176, 0.632)
H (1.925, 3.980, -1.140)
H (3.830, 2.961, 0.965)
H (4.140, 2.470, -0.726)
H (4.878, 0.724, 1.228)
H (4.003, 0.086, -0.183)
H (2.974, 1.600, 3.130)
H (3.718, -0.019, 3.329)
H (1.299, 0.239, 4.431)
H (1.529, -1.133, 3.313)
C (-5.039, -2.418, -2.632)
C (-3.615, -2.338, -2.272)
C (-2.847, -3.502, -2.140)
C (-1.524, -3.467, -1.771)
C (-0.754, -4.738, -1.730)
C (-0.946, -2.144, -1.423)
C (0.173, -2.162, -0.679)
O (0.714, -1.050, -0.041)
C (-1.692, -0.926, -1.751)
C (-0.993, 0.383, -1.928)
C (-2.986, -1.048, -2.117)
H (-5.574, -2.929, -1.819)
H (-5.168, -3.069, -3.505)
H (-5.499, -1.451, -2.813)
H (-3.312, -4.458, -2.351)
H (-1.354, -5.528, -1.277)
H (0.209, -4.701, -1.230)
H (-0.563, -5.034, -2.769)
H (0.766, -3.025, -0.411)
H (-0.394, 0.796, -1.074)
H (-1.695, 1.175, -2.184)
H (-0.263, 0.301, -2.741)
H (-3.576, -0.180, -2.385)

- ΔE to the lowest compared entry with this formula, charge and spin (eV) = 0.057
- net charge = +4
- electronic energy (Eh) = -1145.38396
- frontier orbital gap (eV) = 6.407

---

[6]
Density functional theory data (ωB97M-V with the def2-TZVPD basis set) for 2 unconnected molecules or ions with the total composition C4H8N2 in a non-equilibrium geometry.

Atoms and positions in Å:
C (1.411, 1.018, -0.171)
C (0.346, 0.071, 0.301)
C (0.628, -1.401, 0.313)
N (-0.755, 0.542, 0.849)
H (0.965, 1.965, -0.485)
H (2.112, 1.201, 0.650)
H (1.967, 0.588, -1.007)
H (1.373, -1.655, -0.445)
H (0.996, -1.691, 1.302)
H (-0.289, -1.961, 0.109)
H (-1.260, -0.122, 1.449)
C (-2.425, 0.511, -0.846)
N (-3.517, 0.240, -0.521)
H (-1.553, 0.693, -1.497)

- ΔE to the lowest compared entry with this formula, charge and spin (eV) = 1.729
- net charge = 0
- electronic energy (Eh) = -266.65848
- SMILES = CC(C)=N.C#N
- frontier orbital gap (eV) = 10.440

---

Q: The highest electronic energy belongs to which entry?
A: C4H8N2